No. 1
Formula: C5H14O
Source: the OMol25 dataset
Level of theory: ωB97M-V/def2-TZVPD

Output
Lowest unoccupied orbital energy: 0.93 eV
Energy relative to the best compared isomer or geometry (same formula, charge and spin): 22.8 kcal per mole
SMILES string: CC(C)O.CC

Atoms and positions in Å:
C: -0.95321 1.11053 -0.55478
C: -1.10167 0.21765 0.66027
C: -1.88066 0.81136 1.82049
O: -1.77585 -0.96821 0.17003
H: -0.05427 0.89910 -1.11480
H: -0.94640 2.16167 -0.29861
H: -1.75605 0.88762 -1.25838
H: -0.15217 -0.15750 0.95338
H: -2.28896 0.02556 2.44961
H: -1.31144 1.59418 2.31932
H: -2.74400 1.32349 1.38030
H: -1.82032 -1.62114 0.87861
C: 2.30808 0.02127 -0.77502
C: 3.16497 -1.14786 -1.25002
H: 2.41934 0.82306 -1.50094
H: 1.25812 -0.14015 -0.57485
H: 2.72654 0.20042 0.21991
H: 2.86458 -1.60675 -2.20396
H: 3.00808 -2.07084 -0.67575
H: 4.21940 -0.89913 -1.30072


No. 2
Formula: C41H41AsClN6O9SSn
Source: the OMol25 dataset
Level of theory: ωB97M-V/def2-TZVPD

Output
Lowest unoccupied orbital energy: 0.79 eV
Net charge: -1

Atoms and positions in Å:
Sn: -0.88906 0.61420 -1.34609
O: 0.64499 6.38582 5.43349
N: -0.21693 5.54948 5.18596
O: -1.20518 5.41274 5.84630
C: 0.05705 4.60393 4.04501
C: 1.34965 4.42670 3.75479
C: 1.70471 3.71677 2.57863
C: 3.10657 3.54915 2.25332
C: 3.42458 2.72723 1.23392
C: 2.42425 2.14675 0.47338
N: 1.10056 2.32256 0.68952
C: 0.74743 3.11488 1.71854
C: -0.66109 3.25511 2.04819
N: -1.59604 2.70879 1.23781
C: -2.84419 2.82770 1.57994
C: -3.29297 3.46688 2.76791
C: -2.36057 4.06441 3.57670
C: -1.02681 3.94009 3.27170
H: 2.08242 4.97369 4.36036
H: 3.87981 4.00764 2.88473
H: 4.45022 2.61111 0.85471
H: 2.67205 1.39404 -0.26816
H: -3.67140 2.41257 0.98252
H: -4.32112 3.56099 2.96800
H: -2.53476 4.60677 4.50534
O: 3.18315 1.51928 -2.50455
As: 2.10722 0.15270 -2.98497
O: 3.07960 -1.16779 -3.24958
O: 1.15872 0.07724 -1.63577
C: 1.27228 0.76167 -4.62024
C: 1.94988 1.78768 -5.29193
C: 1.66976 1.99465 -6.64409
C: 0.68762 1.21679 -7.25977
C: -0.09605 0.30602 -6.55504
C: 0.20029 0.11788 -5.22703
S: -0.92795 -0.92418 -4.32994
O: -1.89600 -1.32771 -5.27761
O: -1.54894 -0.05705 -3.30378
O: -0.11293 -1.92250 -3.62824
H: 4.09899 1.19772 -2.72728
H: 2.87491 2.18747 -4.90834
H: 2.20097 2.72527 -7.24576
H: 0.55290 1.34749 -8.33806
H: -0.92835 -0.18117 -6.99772
C: -0.73759 2.55252 -2.48391
C: -0.95838 3.92432 -1.93615
C: -2.26454 4.53148 -2.08953
C: -2.42779 5.86583 -1.71164
C: -1.40557 6.54734 -1.04461
C: -0.17933 5.95322 -0.91425
C: 0.06649 4.64156 -1.34342
H: 0.17452 2.49568 -3.05214
H: -1.50231 2.22858 -3.12132
H: -3.10822 4.01132 -2.50174
H: -3.35230 6.34232 -1.88998
H: -1.55476 7.52170 -0.68740
H: 0.61691 6.48857 -0.34364
H: 1.07212 4.21049 -1.31707
C: 1.81108 -4.59961 2.32849
C: 0.89254 -3.44164 2.74510
C: 1.62760 -2.08100 2.67005
C: 0.55495 -3.69607 4.22269
C: -0.39037 -3.38292 1.81882
O: -0.81002 -4.70314 1.55071
C: -0.08230 -2.59884 0.54380
C: -0.86570 -3.02882 -0.71810
C: -0.15302 -4.10342 -1.53937
C: -0.79394 -5.34180 -1.79874
C: -0.11095 -6.33463 -2.44175
C: 1.26114 -6.14877 -2.68775
Cl: 2.17167 -7.58374 -3.25226
C: 1.89180 -4.95790 -2.55225
C: 1.16486 -3.91588 -1.97723
C: -1.67094 -2.63560 2.35055
N: -2.42604 -3.26369 3.42046
C: -3.18120 -4.37819 3.36133
N: -3.88289 -4.54010 4.48255
C: -3.51281 -3.45853 5.17572
N: -2.64921 -2.63643 4.56147
H: 2.65961 -4.50750 2.96611
H: 2.19544 -4.65120 1.29153
H: 1.37504 -5.56763 2.46144
H: 2.29712 -1.98552 3.53191
H: 0.95303 -1.22076 2.67086
H: 2.17031 -1.82490 1.74400
H: 1.46053 -3.57560 4.77435
H: 0.21054 -4.74152 4.32035
H: -0.20915 -3.02595 4.65568
H: -0.14004 -5.10816 1.01830
H: 0.98679 -2.63417 0.25873
H: -0.22659 -1.52220 0.79186
H: -0.89850 -2.25989 -1.39794
H: -1.91571 -3.33606 -0.58148
H: -1.85495 -5.52439 -1.61200
H: -0.62386 -7.27211 -2.74392
H: 2.96206 -4.86741 -2.83141
H: 1.62029 -2.92357 -1.83204
H: -2.35101 -2.42964 1.47164
H: -1.34089 -1.66171 2.80719
H: -3.19729 -4.92860 2.43281
H: -3.96850 -3.12714 6.06770


No. 3
Formula: C21H26ClN3O3
Source: the OMol25 dataset
Level of theory: ωB97M-V/def2-TZVPD

Output
Lowest unoccupied orbital energy: 0.44 eV
Energy relative to the best compared isomer or geometry (same formula, charge and spin): 439.3 kcal per mole

Atoms and positions in Å:
C: -10.61713 0.03658 0.58054
C: -9.08688 -0.47525 0.59111
O: -8.78455 -1.43144 1.07496
N: -8.29374 0.37922 0.02055
C: -6.93210 0.12842 -0.21209
C: -6.29491 -0.87440 0.47413
C: -4.95998 -0.95548 0.44681
C: -4.20107 0.23197 -0.46478
C: -4.94553 1.32844 -0.91533
C: -6.22906 1.29721 -0.68610
H: -6.86937 2.39838 -1.03592
H: -4.49880 2.22426 -1.40684
O: -2.80291 -0.12171 -0.54340
C: -2.04877 1.15167 -1.03906
C: -0.61776 0.57593 -1.19917
O: -0.56173 -0.63959 -1.66862
H: -1.09421 -1.39129 -1.36971
C: -0.13873 0.40933 0.46694
N: 1.41026 0.30895 0.50921
C: 2.16281 1.27941 0.19280
C: 3.55497 1.00539 0.54262
N: 3.94549 -0.20216 0.38558
C: 5.39727 -0.44279 0.08742
C: 6.33647 0.39746 0.59123
C: 7.72402 0.25354 -0.10608
C: 8.20608 -1.04824 -0.52424
C: 7.14942 -2.15714 -0.89168
C: 5.84509 -1.56342 -0.66306
H: 4.98969 -2.47084 -0.85758
H: 7.45474 -2.91754 -1.33371
H: 9.17435 -1.14740 -0.77099
Cl: 8.89303 1.20698 0.50791
H: 6.18597 1.28885 0.97484
C: 3.14020 -1.46109 0.66469
H: 3.49376 -2.38026 0.39184
C: 1.80730 -0.89368 0.15386
H: 1.11154 -1.85627 0.31943
H: 1.80158 -1.13985 -0.71522
H: 3.07926 -1.26140 1.80270
H: 4.14316 1.90333 0.31507
H: 3.65365 1.02818 1.88967
H: 1.68446 2.27929 0.64286
H: 2.15751 1.18550 -0.99624
H: -0.70652 -0.48548 0.89740
H: -0.43757 1.45761 0.83593
H: 0.15407 1.26165 -1.62498
H: -2.07933 1.91465 -0.50963
H: -2.27501 1.03760 -2.07615
H: -4.28100 -1.57848 0.54704
H: -6.89292 -1.53004 0.95370
H: -8.70570 1.30914 -0.39390
H: -11.30911 -0.65236 0.89173
H: -10.75738 0.24250 -0.64561
H: -10.70501 0.89924 1.12148


No. 4
Formula: C14H27FN3O7S
Source: the OMol25 dataset
Level of theory: ωB97M-V/def2-TZVPD

Output
Lowest unoccupied orbital energy: 0.66 eV
Net charge: -1

Atoms and positions in Å:
C: 5.91912 -2.35579 0.90340
C: 5.70352 -1.06988 0.17273
O: 6.35162 -0.71078 -0.78426
O: 4.70934 -0.35428 0.70457
C: 4.43301 0.91351 0.07375
C: 3.71622 0.80019 -1.26891
C: 2.46541 1.68467 -1.30806
C: 1.33065 1.13273 -0.44509
C: -0.07275 1.59579 -0.88493
C: -1.14404 0.51774 -0.80919
C: -1.76115 0.25577 0.51927
F: -2.73539 1.17184 0.85644
N: -0.75136 0.36385 1.64316
C: -1.35684 0.12261 2.85895
N: -0.96434 0.83433 3.96561
N: -2.30813 -0.77559 3.02031
C: -3.14654 -1.24410 1.89199
C: -2.42678 -1.11386 0.56784
C: -3.40151 -1.36373 -0.59347
C: -2.99411 -2.47499 -1.54652
O: -3.77743 -3.66531 -1.27987
H: 5.30645 -3.13340 0.45132
H: 6.96199 -2.63355 0.78788
H: 5.66261 -2.27095 1.95376
H: 5.35841 1.47868 -0.02144
H: 3.80977 1.44123 0.79225
H: 3.40085 -0.23885 -1.38235
H: 4.40595 1.06590 -2.06527
H: 2.76163 2.64656 -0.88064
H: 2.13078 1.82811 -2.33190
H: 1.49022 1.44155 0.59219
H: 1.37995 0.03330 -0.44425
H: -0.05332 1.91119 -1.92424
H: -0.40424 2.47883 -0.34703
H: -0.76656 -0.41088 -1.25235
H: -2.04535 0.80558 -1.41044
H: -0.05459 -0.35408 1.45222
H: -0.00820 0.82047 4.26597
H: -1.57945 1.49778 4.39891
H: -2.84788 -0.56122 3.85468
H: -3.42767 -2.28195 2.06077
H: -4.06372 -0.65836 1.87960
H: -1.60069 -1.82757 0.49651
H: -4.37139 -1.66017 -0.18946
H: -3.57468 -0.44247 -1.16031
H: -1.94352 -2.74050 -1.42761
H: -3.18943 -2.17421 -2.57268
H: -3.18652 -4.41766 -1.24090
O: -3.43728 1.34378 -2.31612
S: -3.48045 2.84271 -2.53291
O: -2.22372 3.40186 -1.93988
O: -4.66166 3.38341 -1.82341
O: -3.53682 3.12018 -3.98053


No. 5
Formula: C3H10NO
Source: the OMol25 dataset
Level of theory: ωB97M-V/def2-TZVPD

Output
Lowest unoccupied orbital energy: 2.89 eV
Energy relative to the best compared isomer or geometry (same formula, charge and spin): 61.4 kcal per mole
Net charge: -1

Atoms and positions in Å:
C: -1.35977 -4.20161 -0.74392
O: -0.50842 -4.84902 0.19670
H: -2.40374 -4.15059 -0.31847
H: -1.12197 -4.59915 -1.84910
H: -1.04057 -3.05663 -0.82049
C: 0.24129 1.92088 -0.44911
N: 1.13635 2.89314 0.02067
C: 0.68689 3.97752 1.00718
H: -0.76555 2.33039 -0.66969
H: -0.08654 1.10543 0.26434
H: 0.70492 1.25709 -1.22867
H: 2.02970 2.54361 0.28412
H: 0.38144 3.65073 1.97071
H: 1.30039 4.86723 1.10107
H: -0.29561 4.41125 0.66299


No. 6
Formula: C2HFIO2
Source: the OMol25 dataset
Level of theory: ωB97M-V/def2-TZVPD

Output
Lowest unoccupied orbital energy: 3.34 eV
Energy relative to the best compared isomer or geometry (same formula, charge and spin): 21.4 kcal per mole
Net charge: -1

Atoms and positions in Å:
C: 0.91535 0.82474 -1.14939
C: -0.49898 -0.50038 0.45201
O: 1.63072 -0.04439 -1.52220
O: 0.34560 1.78066 -0.93074
F: -0.65434 -1.88487 0.37169
I: -0.26082 -0.06735 2.53410
H: -1.47753 -0.10841 0.24453


No. 7
Formula: C3H6O2S
Source: the OMol25 dataset
Level of theory: ωB97M-V/def2-TZVPD

Output
Lowest unoccupied orbital energy: 0.72 eV
Energy relative to the best compared isomer or geometry (same formula, charge and spin): 60.2 kcal per mole
SMILES string: COCSC=O

Atoms and positions in Å:
C: 1.55470 -1.98433 -1.05334
O: 0.80800 -0.73478 -0.97126
C: 0.64650 -0.42598 0.32109
S: 0.07616 1.38559 0.54370
C: -1.58344 0.99801 0.33536
O: -1.98162 -0.10981 0.29007
H: 0.89555 -2.82183 -0.60282
H: 2.51410 -2.00223 -0.52230
H: 1.60871 -2.26743 -2.19834
H: 1.60285 -0.63263 0.83915
H: 0.01548 -1.19827 0.90382
H: -2.17277 1.98350 0.71212


No. 8
Formula: C55H101IN11OP
Source: the OMol25 dataset
Level of theory: ωB97M-V/def2-TZVPD

Output
Lowest unoccupied orbital energy: 0.23 eV
SMILES string: [H]/N=C(\N)NCCCCP(I)(CCCCCCCCCCOC)(Cc1ccccc1)NCCCC.CCCC#N.CCCC#N.CCCC#N.CCCC#N.CCCC#N.CCCC#N.CCCC#N

Atoms and positions in Å:
H: 0.41658 6.04382 2.71159
N: -0.52267 5.88552 3.06347
C: -0.79450 4.64975 3.01186
N: 0.06253 3.66860 2.48468
N: -2.00065 4.16856 3.53264
C: -2.98062 3.81179 2.46059
C: -2.84883 2.35818 2.05978
C: -4.13601 1.72757 1.56870
C: -4.65908 2.11580 0.19272
P: -3.52561 1.65114 -1.18180
I: -5.06789 -0.64451 -1.34358
C: -2.12214 0.56060 -0.76109
C: -1.77164 -0.59756 -1.71633
C: -0.26013 -0.77984 -1.82119
C: 0.09140 -2.18428 -2.32887
C: 1.24392 -2.24144 -3.32250
C: 0.90851 -1.58843 -4.66059
C: 1.81550 -2.11754 -5.76151
C: 1.52862 -1.62298 -7.18850
C: 0.74621 -0.31832 -7.32297
C: -0.75391 -0.49972 -7.29215
O: -1.33082 0.13120 -8.41994
C: -2.71645 -0.10155 -8.55572
C: -3.95550 1.93689 -2.95852
C: -2.83927 2.37588 -3.87515
C: -3.20767 3.09292 -5.03252
C: -2.24614 3.55842 -5.95034
C: -0.88919 3.30003 -5.73514
C: -0.50668 2.58320 -4.58185
C: -1.46852 2.12690 -3.66951
N: -2.57438 3.11214 -0.98463
C: -3.12362 4.43052 -1.28163
C: -2.29276 5.26002 -2.24199
C: -0.83339 5.40688 -1.84670
C: -0.61738 6.29345 -0.60965
H: -0.14373 2.75098 2.85184
H: 0.06159 3.66583 1.47449
H: -2.35659 4.95701 4.06122
H: -3.96889 4.00400 2.85793
H: -2.77808 4.46551 1.61744
H: -2.02716 2.22889 1.37290
H: -2.56834 1.84761 2.97163
H: -4.91156 2.03936 2.26260
H: -4.08572 0.64662 1.62254
H: -5.56218 1.54618 0.05944
H: -4.94469 3.16070 0.12560
H: -1.23332 1.16877 -0.63702
H: -2.34252 0.12044 0.20153
H: -2.15696 -0.43977 -2.71520
H: -2.15513 -1.52603 -1.32795
H: 0.18381 -0.67790 -0.84001
H: 0.15956 -0.06589 -2.52162
H: -0.76889 -2.60916 -2.83916
H: 0.29389 -2.83959 -1.48754
H: 1.41834 -3.29116 -3.53995
H: 2.13906 -1.81268 -2.88212
H: -0.13238 -1.80458 -4.88716
H: 0.99909 -0.51210 -4.56000
H: 1.66096 -3.18901 -5.76181
H: 2.83566 -1.88762 -5.47078
H: 0.97153 -2.39531 -7.70382
H: 2.48127 -1.47853 -7.68529
H: 1.00505 0.12264 -8.27830
H: 1.06043 0.39608 -6.57132
H: -1.18701 -0.12188 -6.36794
H: -0.97832 -1.56740 -7.32458
H: -3.11711 -0.66694 -7.72206
H: -2.90748 -0.63778 -9.47760
H: -3.24397 0.84706 -8.59485
H: -4.40751 1.04799 -3.36693
H: -4.73331 2.69025 -2.99105
H: -4.24847 3.31967 -5.20615
H: -2.57497 4.11871 -6.80792
H: -0.15056 3.65517 -6.43036
H: 0.53925 2.38819 -4.40767
H: -1.13402 1.60328 -2.79418
H: -1.61227 3.03026 -1.26211
H: -3.15929 5.00331 -0.35521
H: -4.15533 4.39198 -1.61166
H: -2.40010 4.93175 -3.26905
H: -2.72342 6.25813 -2.19832
H: -0.34883 5.89249 -2.68478
H: -0.34342 4.44418 -1.73966
H: 0.06448 5.82345 0.08449
H: -0.20253 7.24563 -0.90731
H: -1.55089 6.48705 -0.09822
C: 3.56229 2.44405 3.10459
C: 4.71624 1.77065 2.37680
C: 4.40289 1.49227 0.90105
C: 3.24954 0.61149 0.75108
N: 2.34223 -0.06850 0.63715
H: 2.67476 1.81134 3.12394
H: 3.83302 2.65401 4.13546
H: 3.29747 3.38950 2.62492
H: 4.95997 0.83524 2.88133
H: 5.60376 2.40255 2.42981
H: 5.25420 1.02085 0.40859
H: 4.18764 2.42426 0.37564
C: 5.81380 -1.99874 2.84213
C: 6.27639 -2.19016 1.40294
C: 7.61410 -2.93262 1.29772
C: 8.68389 -2.20304 1.96934
N: 9.50162 -1.61507 2.50072
H: 6.51748 -1.38950 3.41114
H: 4.84645 -1.49716 2.86496
H: 5.70406 -2.95756 3.35065
H: 6.36831 -1.21785 0.91417
H: 5.52222 -2.75304 0.85119
H: 7.89920 -3.06420 0.25364
H: 7.53615 -3.92216 1.75040
C: 0.76426 3.96774 8.25490
C: 1.83788 4.51233 7.32055
C: 1.87807 3.75001 5.98769
C: 2.18695 2.33470 6.16677
N: 2.42603 1.22997 6.31188
H: 0.95694 2.93067 8.52653
H: 0.72694 4.55100 9.17749
H: -0.20992 4.01686 7.78359
H: 2.81727 4.46515 7.80100
H: 1.64051 5.56448 7.10990
H: 2.62985 4.17229 5.32034
H: 0.91005 3.82430 5.48852
C: -5.09989 1.59320 6.88096
C: -4.39527 1.31155 5.55943
C: -3.06034 0.57963 5.73796
C: -2.12259 1.36153 6.53319
N: -1.39371 1.97674 7.15549
H: -4.50203 2.24724 7.51663
H: -6.05587 2.08646 6.70765
H: -5.29303 0.66943 7.42874
H: -4.21872 2.25067 5.03026
H: -5.03985 0.70156 4.92371
H: -2.59954 0.38563 4.77009
H: -3.21026 -0.38099 6.23322
C: 1.35562 -8.66892 -6.88262
C: 2.50350 -7.91866 -6.22236
C: 2.02486 -6.77137 -5.32364
C: 1.27253 -5.77570 -6.07604
N: 0.68546 -5.00024 -6.66935
H: 0.78240 -8.01683 -7.54468
H: 1.73520 -9.49636 -7.47964
H: 0.68153 -9.07820 -6.13301
H: 3.17184 -7.52276 -6.98878
H: 3.08763 -8.61173 -5.61577
H: 2.87237 -6.26926 -4.85471
H: 1.38187 -7.15416 -4.52934
C: -1.33250 -13.11583 -7.62068
C: -1.89311 -12.86136 -6.22661
C: -1.35718 -11.56925 -5.59701
C: 0.09286 -11.60493 -5.45014
N: 1.22560 -11.64649 -5.34066
H: -0.24970 -13.24286 -7.59518
H: -1.76012 -14.02337 -8.04508
H: -1.56283 -12.28880 -8.29448
H: -1.65485 -13.70442 -5.57658
H: -2.98064 -12.79387 -6.27608
H: -1.79298 -11.41288 -4.60994
H: -1.61532 -10.70835 -6.21713
C: 0.75470 2.33614 12.29381
C: 1.92081 2.75576 13.17987
C: 1.59038 3.96441 14.06451
C: 1.24665 5.13425 13.26344
N: 0.98345 6.03468 12.61775
H: 0.48095 3.12920 11.59734
H: 1.02139 1.46035 11.70339
H: -0.12481 2.08608 12.88987
H: 2.78573 2.99111 12.55785
H: 2.20923 1.92379 13.82414
H: 2.44194 4.22434 14.69378
H: 0.74732 3.73828 14.71920


The calculation returns the following max |F| values, one per record and in order: 2.2; 2.9; 15.7; 2.2; 3.7; 5.2; 4.1; 1.8 eV Å⁻¹.
The calculation returns the following E values, one per record and in order: -7458.7975; -160577.9063; -45316.5017; -47309.9574; -6808.1142; -17003.5229; -18136.3385; -94500.4787 eV.